Below is a 15-piece molecular cluster, C4H34O17 overall, with properties calculated with ωB97M-V with the def2-TZVPD basis set.

The value obtained for the LUMO energy is -0.19 eV. Its calculated total energy is -1451.90730 Eh. The calculation puts the energy relative to the best compared isomer or geometry (same formula, charge and spin) at 0.000 eV.

```
! wB97M-V def2-TZVPD RIJCOSX def2/J DEFGRID3
* xyz 0 1
O -1.55 2.36 -0.65
C -0.47 1.88 0.02
O 0.38 1.20 -0.48
C -0.52 2.22 1.49
C 0.92 2.58 1.93
C 1.41 3.75 1.23
O 2.59 3.87 0.96
H -0.37 -4.86 -1.18
H -1.30 2.89 1.84
H -0.84 1.32 1.99
H 1.60 1.71 1.84
H 1.05 2.70 3.04
H 0.70 4.53 0.96
H 3.65 -1.32 0.45
H 3.40 -1.99 1.84
O 3.02 -1.34 1.25
H 2.15 -1.21 2.98
H 1.64 -2.55 3.15
O 1.31 -1.65 3.22
H 3.21 -1.56 -1.60
H 4.48 -0.67 -1.49
O 4.12 -1.54 -1.26
H -2.87 -2.41 -0.27
H -1.96 -2.44 1.01
O -2.50 -3.02 0.44
H -0.31 -1.23 2.37
H -1.05 -2.33 3.02
O -1.23 -1.59 2.42
H 0.17 -1.37 -0.80
H -1.05 -1.92 -1.67
O -0.77 -1.27 -1.02
H 0.99 -3.42 -0.95
H -1.09 -4.06 -0.06
O -0.20 -4.43 -0.33
H 2.06 -2.71 -0.17
H 1.74 -1.07 -3.92
O 1.55 -2.59 -0.99
H 2.23 1.75 -2.06
H 3.64 2.46 -2.21
O 3.17 1.63 -2.14
H -4.16 -0.65 -0.22
H -2.96 -0.53 -1.35
O -3.69 -1.06 -0.95
H -0.84 0.19 -2.10
H -1.60 2.08 -1.61
O -1.22 0.62 -2.88
H -1.20 0.03 -3.64
H 1.42 0.36 -3.68
O 1.12 -0.39 -4.21
H -3.18 3.17 0.51
H -3.87 1.93 1.20
O -4.02 2.75 0.70
H -2.23 -0.24 2.42
H -3.70 0.00 2.49
O -2.90 0.43 2.15
*
```

Here are the natural (NBO) charges for atoms 1 to 2, given in e: O -0.716; C 0.814

***

Below is a 15-piece molecular cluster, C4H34O17 overall, with properties calculated with ωB97M-V with the def2-TZVPD basis set.

The value obtained for the LUMO energy is -0.44 eV. Its calculated total energy is -1451.86734 Eh. The calculation puts the energy relative to the best compared isomer or geometry (same formula, charge and spin) at 1.087 eV.

```
! wB97M-V def2-TZVPD RIJCOSX def2/J DEFGRID3
* xyz 0 1
O 1.01 1.24 -0.17
C 0.29 0.95 -1.30
O -0.46 0.00 -1.23
C 0.60 1.97 -2.37
C -0.39 3.14 -2.38
C -0.66 3.75 -1.00
O -0.39 4.87 -0.68
H -2.12 -3.27 1.65
H 1.65 2.25 -2.34
H 0.42 1.31 -3.23
H -1.32 2.98 -2.93
H 0.11 3.90 -3.00
H -0.87 2.98 -0.23
H -3.33 0.87 -0.26
H -2.73 1.32 -1.54
O -3.08 1.69 -0.73
H -2.12 0.22 -3.27
H -1.12 -0.29 -4.35
O -1.96 0.14 -4.21
H -1.63 -1.73 3.85
H -2.64 -0.66 4.08
O -1.73 -0.89 4.33
H 0.03 -2.97 0.25
H -0.05 -4.33 -0.46
O -0.54 -3.75 0.14
H 1.95 -2.40 -3.28
H 0.54 -2.83 -2.96
O 1.40 -3.20 -3.19
H 0.55 -0.11 2.66
H -0.63 -1.31 2.27
O -0.08 -0.54 2.03
H -2.49 -1.42 -1.12
H -0.73 -3.02 1.94
O -1.60 -2.82 2.33
H -2.26 -0.69 0.18
H 2.54 1.10 3.12
O -2.98 -1.01 -0.39
H -1.61 2.22 1.54
H -0.66 1.19 2.15
O -1.13 2.04 2.36
H 1.79 -3.08 -1.55
H 2.62 -3.95 -0.39
O 2.08 -3.21 -0.61
H 0.70 4.29 1.38
H 0.73 0.55 0.47
O 0.87 3.80 2.19
H 0.27 3.03 2.30
H 1.06 1.53 3.54
O 1.68 0.80 3.44
H 4.10 -1.64 1.99
H 2.81 -1.19 2.52
O 3.60 -0.83 2.11
H 3.20 -1.47 -1.99
H 2.19 -0.69 -1.38
O 2.51 -0.84 -2.28
*
```

Here are the natural (NBO) charges for atoms 1 to 2, given in e: O -0.701; C 0.816

***

Below is a 12-piece molecular cluster, C4H35N2O11 overall, with properties calculated with ωB97M-V with the def2-TZVPD basis set.

The value obtained for the LUMO energy is -2.13 eV. Its calculated total energy is -1110.40967 Eh. The calculation puts the energy relative to the best compared isomer or geometry (same formula, charge and spin) at 0.000 eV.

```
! wB97M-V def2-TZVPD RIJCOSX def2/J DEFGRID3
* xyz 1 1
C -1.58 0.39 0.00
N -0.54 -0.26 0.81
C -1.09 -1.04 1.93
C -1.63 1.89 0.35
N -0.46 2.63 -0.25
C -0.82 3.20 -1.58
H -1.42 0.21 -1.08
H -2.58 -0.01 0.16
H 0.01 -0.87 0.21
H -1.66 -1.90 1.54
H -0.26 -1.41 2.55
H -1.73 -0.41 2.57
H -2.56 2.30 0.01
H -1.62 2.01 1.45
H 0.36 1.98 -0.32
H -0.20 3.38 0.41
H -1.28 2.43 -2.23
H -1.59 3.96 -1.44
H 0.07 3.66 -2.01
H -1.03 -1.80 -4.91
H -1.45 -2.17 -3.47
O -0.88 -1.57 -3.98
H 1.47 -3.22 -1.71
H 2.07 -4.36 -0.74
O 1.49 -3.59 -0.79
H 0.95 3.06 2.54
H 1.29 4.55 2.87
O 0.72 3.99 2.33
H -1.93 -3.61 -1.66
H -3.28 -3.55 -2.50
O -2.35 -3.33 -2.51
H 2.48 -1.27 2.18
H 3.00 -1.16 3.66
O 2.24 -0.98 3.11
H -0.98 4.36 2.01
H -2.34 5.08 1.88
O -1.83 4.35 1.52
H 2.06 1.50 0.79
H 3.12 1.86 -0.33
O 2.26 1.47 -0.18
H 2.67 -0.91 0.07
H 2.38 -2.41 0.18
O 2.91 -1.69 0.60
H 2.21 -1.88 -3.51
H 0.68 -2.15 -3.58
O 1.54 -2.51 -3.24
H -1.26 -5.01 -0.02
H -0.16 -3.96 -0.43
O -1.12 -4.09 -0.26
H 0.56 0.90 1.87
H 1.73 0.60 2.83
O 1.33 1.37 2.28
*
```

Here are the natural (NBO) charges for atoms 1 to 2, given in e: C -0.260; N -0.675

***

Below is a 14-piece molecular cluster, C4H35N2O15 overall, with properties calculated with ωB97M-V with the def2-TZVPD basis set.

The value obtained for the LUMO energy is 2.44 eV. Its calculated total energy is -1411.45060 Eh. The calculation puts the energy relative to the best compared isomer or geometry (same formula, charge and spin) at 5.908 eV.

```
! wB97M-V def2-TZVPD RIJCOSX def2/J DEFGRID3
* xyz -1 1
O -1.52 -2.26 -2.44
C -1.48 -1.83 -1.28
N -1.08 -2.52 -0.08
C 2.99 -0.27 2.54
O 3.00 0.98 1.84
C -2.10 -0.39 -1.00
C -3.31 0.02 -1.84
N -1.03 0.67 -0.81
H -1.04 -3.47 -0.12
H 4.08 -0.62 2.48
H 2.43 0.10 3.53
H -2.61 -0.39 0.14
H -4.34 0.24 -1.21
H -3.10 0.87 -2.54
H -3.77 -0.77 -2.43
H -0.31 0.45 -0.19
H -0.85 1.06 -1.64
H -0.95 0.41 -4.34
H -0.78 2.06 -4.29
O -0.55 1.22 -3.90
H 3.58 0.82 1.03
H -0.02 1.64 4.59
O -0.72 1.13 4.58
H 1.35 1.35 1.57
H 0.30 2.62 1.67
O 0.62 1.80 1.13
H 2.85 1.87 -1.10
H 2.24 2.20 0.10
O 3.00 2.45 -0.37
H 1.31 -1.01 1.99
H -1.10 -1.89 0.72
O 2.41 -1.20 1.71
H 2.55 -0.66 0.12
H 1.40 -0.17 -0.71
O 2.27 -0.49 -0.76
H -1.28 4.02 -2.36
H -1.42 2.65 -2.02
O -1.51 3.25 -2.75
H 2.67 -1.56 -1.98
H 3.32 -1.40 -3.28
O 3.01 -2.09 -2.70
H -1.77 2.82 2.21
H -2.25 2.69 0.75
O -2.40 3.22 1.61
H -2.24 -0.02 1.94
H -1.57 -1.41 2.55
O -2.41 -1.07 2.07
H -0.51 0.17 4.41
H 0.40 -1.83 3.44
O 0.09 -1.38 2.74
H 0.01 -0.95 -4.57
H -0.98 -2.07 -4.24
O -0.81 -1.24 -4.72
H 1.79 -2.79 2.43
H 0.59 -3.42 2.98
O 1.52 -3.61 2.76
*
```

Here are the natural (NBO) charges for atoms 1 to 2, given in e: O -0.678; C 0.694

***

Below is a 13-piece molecular cluster, C4H35N3O13 overall, with properties calculated with ωB97M-V with the def2-TZVPD basis set.

The value obtained for the LUMO energy is 0.11 eV. Its calculated total energy is -1315.79829 Eh. The calculation puts the energy relative to the best compared isomer or geometry (same formula, charge and spin) at 1.714 eV.

```
! wB97M-V def2-TZVPD RIJCOSX def2/J DEFGRID3
* xyz 0 1
N -2.23 0.49 -0.15
C -0.76 0.27 0.04
C -0.32 0.34 1.54
C 0.73 1.48 1.64
N 1.93 1.07 0.91
C -0.49 -1.10 -0.56
N 0.79 -1.10 -1.07
O -1.17 -2.08 -0.40
H -2.56 1.36 0.28
H -2.74 -0.13 0.49
H -0.37 1.13 -0.50
H -1.23 0.41 2.14
H 0.10 -0.63 1.82
H 0.22 2.36 1.24
H 1.00 1.49 2.70
H 1.78 0.12 0.57
H 2.13 1.57 0.04
H 1.14 -2.00 -1.41
H 0.90 -0.34 -1.75
H 3.51 -1.64 1.36
H 2.32 -2.38 2.04
O 2.87 -2.37 1.24
H 0.66 -2.79 3.94
H 0.07 -2.39 2.59
O 0.89 -2.33 3.12
H -0.35 3.60 -3.58
H 0.41 2.40 -2.96
O 0.12 3.30 -2.81
H -2.29 1.52 -3.64
H -1.56 0.94 -4.91
O -1.59 1.68 -4.29
H 2.07 -0.36 -3.94
H 0.63 0.26 -4.07
O 1.49 0.35 -3.65
H 4.34 0.69 1.17
H 3.80 0.41 2.54
O 4.47 0.11 1.92
H 3.71 -3.41 -0.93
H 2.89 -2.26 -0.65
O 3.21 -2.74 -1.43
H -3.51 -2.45 2.77
H -3.13 -1.68 1.53
O -2.81 -1.88 2.42
H -3.50 -1.14 -2.58
H -2.33 -0.28 -1.97
O -2.69 -0.67 -2.79
H -0.90 -3.45 0.82
H -1.85 -2.92 1.87
O -1.17 -3.61 1.74
H -2.18 2.26 2.43
H -3.58 3.06 2.41
O -2.88 2.64 1.90
H 0.05 3.70 -0.92
H 0.10 5.02 -0.24
O -0.16 4.11 -0.05
*
```

Here are the natural (NBO) charges for atoms 1 to 2, given in e: N -0.861; C -0.164

***

Below is a 13-piece molecular cluster, C4H35NO12S overall, with properties calculated with ωB97M-V with the def2-TZVPD basis set.

The value obtained for the LUMO energy is -0.22 eV. Its calculated total energy is -1529.15717 Eh. The calculation puts the energy relative to the best compared isomer or geometry (same formula, charge and spin) at 0.000 eV.

```
! wB97M-V def2-TZVPD RIJCOSX def2/J DEFGRID3
* xyz 0 1
C -2.03 1.64 -0.15
C -3.09 1.52 -1.32
C -2.52 1.35 -2.68
S -2.49 -0.40 -3.20
C -1.88 0.16 0.43
N -0.63 -0.58 0.08
H -2.36 2.32 0.65
H -0.96 1.78 -0.41
H -3.90 2.31 -1.20
H -3.74 0.66 -1.08
H -1.53 1.91 -2.86
H -3.33 1.70 -3.37
H -1.32 -0.94 -2.73
H -2.87 -0.37 0.19
H -1.63 0.28 1.45
H -0.72 -1.13 -0.77
H -0.22 -1.18 0.82
H 2.79 -0.94 -2.26
H 3.19 -2.27 -1.58
O 2.40 -1.70 -1.70
H 1.38 4.51 0.01
H 1.87 3.11 0.05
O 1.99 3.96 -0.50
H -1.80 -2.83 4.12
H -2.40 -2.31 2.66
O -1.77 -2.71 3.21
H 3.44 -0.67 2.23
H 2.83 0.54 3.10
O 3.68 0.21 2.67
H -3.31 -3.65 -0.97
H -2.08 -4.23 -0.41
O -2.50 -3.39 -0.43
H -0.24 4.38 -2.44
H 0.85 3.55 -1.82
O -0.06 3.44 -2.18
H 0.33 -2.99 2.73
H 0.33 -1.80 3.49
O 0.97 -2.43 3.14
H 2.57 -1.51 -0.13
H 2.92 -2.19 1.31
O 2.89 -1.37 0.80
H 3.42 1.17 -2.79
H 4.00 0.86 -1.40
O 3.89 0.51 -2.32
H -3.24 -2.74 0.77
H -4.57 -2.52 1.60
O -3.71 -2.11 1.43
H 3.15 1.60 0.23
H 4.31 1.07 0.97
O 4.10 1.57 0.16
H 0.63 0.61 0.36
H 1.78 0.86 1.32
O 1.20 1.38 0.71
*
```

Here are the natural (NBO) charges for atoms 1 to 2, given in e: C -0.427; C -0.429

***

Below is a 13-piece molecular cluster, C4H35NO13S overall, with properties calculated with ωB97M-V with the def2-TZVPD basis set.

The value obtained for the LUMO energy is -0.28 eV. Its calculated total energy is -1604.35783 Eh. The calculation puts the energy relative to the best compared isomer or geometry (same formula, charge and spin) at 0.794 eV.

```
! wB97M-V def2-TZVPD RIJCOSX def2/J DEFGRID3
* xyz 0 1
C 0.96 1.34 3.39
C 1.54 0.12 2.55
C 1.57 -1.03 3.54
S 3.05 -2.11 3.15
N 1.08 -0.51 1.25
C 0.74 0.49 0.21
O -0.23 1.40 0.73
H 1.45 2.18 2.92
H -0.14 1.34 3.16
H 1.06 1.15 4.45
H 2.61 0.34 2.31
H 0.58 -1.46 3.77
H 1.64 -0.74 4.59
H 3.28 -1.53 1.94
H 0.20 -0.98 1.40
H 0.39 -0.03 -0.65
H 1.64 1.21 0.14
H -0.83 1.72 0.00
H -0.32 1.62 -1.88
H -1.97 1.32 -2.10
O -1.24 1.73 -1.62
H -2.05 -2.56 2.84
H -3.09 -1.47 2.28
O -2.36 -2.06 2.06
H 3.70 -1.38 -0.98
H 2.68 -1.08 0.18
O 2.97 -0.81 -0.73
H 2.30 2.47 -0.50
H 3.51 3.27 -1.15
O 2.68 2.83 -1.33
H 1.26 -2.87 -2.69
H 1.06 -1.53 -3.13
O 1.30 -2.40 -3.53
H -4.36 -0.30 -0.02
H -4.93 0.44 1.27
O -4.15 0.05 0.86
H -0.85 -2.40 0.46
H -0.60 -3.90 0.60
O -0.92 -3.24 -0.01
H -2.14 -0.34 -2.94
H -3.57 -0.32 -3.00
O -2.83 0.27 -3.23
H -2.71 0.58 2.27
H -1.55 1.41 1.93
O -2.41 1.48 2.41
H 0.10 3.24 -4.08
H 0.60 1.77 -4.11
O 0.82 2.66 -3.80
H 3.48 1.01 -3.02
H 2.74 2.19 -3.43
O 3.22 1.46 -3.84
H -4.03 -2.56 -2.06
H -3.01 -1.73 -1.35
O -3.97 -1.79 -1.49
*
```

Here are the natural (NBO) charges for atoms 1 to 2, given in e: C -0.632; C -0.067

***

Below is a 14-piece molecular cluster, C4H35NO14 overall, with properties calculated with ωB97M-V with the def2-TZVPD basis set.

The value obtained for the LUMO energy is 0.18 eV. Its calculated total energy is -1281.48254 Eh. The calculation puts the energy relative to the best compared isomer or geometry (same formula, charge and spin) at 3.364 eV.

```
! wB97M-V def2-TZVPD RIJCOSX def2/J DEFGRID3
* xyz 0 1
C 3.50 1.06 -1.50
C 3.24 0.79 -0.01
C 2.16 -0.28 0.45
C 1.68 -0.87 -0.83
N 1.72 -2.24 -0.84
O 0.91 -0.31 -1.62
H 2.82 1.73 -2.12
H 3.26 0.09 -1.99
H 4.44 1.45 -1.76
H 4.16 0.52 0.46
H 3.06 1.73 0.53
H 2.47 -0.88 1.29
H 1.33 0.21 0.96
H 1.91 -2.71 0.01
H 1.16 -2.60 -1.58
H -0.69 2.59 4.58
H 0.26 1.46 4.12
O -0.06 1.96 4.92
H -0.47 3.91 1.51
H -1.00 4.79 2.64
O -0.66 3.90 2.46
H 0.36 -4.55 -1.39
H -0.06 -4.32 -2.89
O 0.68 -4.33 -2.27
H 1.70 2.55 2.93
H 0.75 1.90 1.94
O 1.30 1.71 2.72
H -2.76 -2.83 -2.77
H -3.88 -1.76 -2.95
O -3.70 -2.66 -2.64
H 0.12 -3.40 2.05
H 0.95 -4.68 2.30
O 0.57 -4.13 1.61
H 1.82 -2.21 3.72
H 0.55 -2.14 4.66
O 0.99 -2.65 3.96
H -2.26 2.11 -0.17
H -2.88 3.49 -0.68
O -2.38 3.04 0.00
H -0.40 -1.18 -2.49
H -1.85 -0.85 -1.93
O -1.31 -1.57 -2.25
H 1.40 2.16 -1.11
H 0.24 3.14 -1.03
O 1.14 3.06 -0.71
H -3.85 0.58 -0.40
H -2.96 -0.47 0.09
O -2.91 0.25 -0.56
H -4.47 -2.72 0.20
H -4.54 -2.06 -1.20
O -4.42 -1.87 -0.25
H -1.34 4.06 -3.09
H -0.57 2.94 -3.89
O -1.22 3.11 -3.21
*
```

Here are the natural (NBO) charges for atoms 1 to 2, given in e: C -0.617; C -0.416

***

Number 1: HOMO-LUMO gap 9.9 eV, HOMO -10.1 eV, F_max 0.05178 hartree/bohr. Number 2: HOMO-LUMO gap 9.7 eV, HOMO -10.2 eV, F_max 0.05833 hartree/bohr. Number 3: HOMO-LUMO gap 10.5 eV, HOMO -12.6 eV, F_max 0.02599 hartree/bohr. Number 4: HOMO-LUMO gap 8.7 eV, HOMO -6.2 eV, F_max 0.16251 hartree/bohr. Number 5: HOMO-LUMO gap 9.4 eV, HOMO -9.3 eV, F_max 0.05893 hartree/bohr. Number 6: HOMO-LUMO gap 8.6 eV, HOMO -8.8 eV, F_max 0.08112 hartree/bohr. Number 7: HOMO-LUMO gap 8.8 eV, HOMO -9.1 eV, F_max 0.07471 hartree/bohr. Number 8: HOMO-LUMO gap 9.9 eV, HOMO -9.8 eV, F_max 0.10512 hartree/bohr.